Molecular formula: C2H3N5O
Method: DFT, the ωB97M-V functional and the def2-TZVPD basis

Output
Frontier orbital gap ... 8.90 eV
LUMO level ... 0.1 eV
ΔE to the lowest compared entry with this formula, charge and spin ... 4.409 eV
SMILES ... [H]/N=c1/nn[nH]nc1O
Multiplicity ... 1
HOMO energy ... -8.8 eV
Energy ... -426.8956 Ha

Last columns: bonded neighbours and bond lengths (Å).
CARTESIAN COORDINATES (ANGSTROEM)
1 N -0.60 -0.95 1.42  H2 1.076, N3 1.433, N7 1.263
2 H -1.11 -1.28 2.30  N1 1.076
3 N -1.68 -0.20 0.85  N1 1.433, N11 1.285
4 C 0.82 -0.17 -0.05  O6 1.300, N7 1.331, C9 1.501
5 H 0.97 1.35 -2.10  N10 1.085
6 O 2.10 -0.05 -0.22  C4 1.300, H8 0.965
7 N 0.61 -0.90 1.04  N1 1.263, C4 1.331
8 H 2.30 0.54 -0.96  O6 0.965
9 C -0.20 0.49 -0.93  C4 1.501, N10 1.254, N11 1.446
10 N -0.10 1.28 -1.89  H5 1.085, C9 1.254
11 N -1.47 0.46 -0.23  N3 1.285, C9 1.446

---

Molecular formula: C2H3N5O
Method: DFT, the ωB97M-V functional and the def2-TZVPD basis

Output
Frontier orbital gap ... 9.13 eV
LUMO level ... -0.7 eV
ΔE to the lowest compared entry with this formula, charge and spin ... 6.808 eV
SMILES ... [H]/N=c1/nnonc1N
Multiplicity ... 1
HOMO energy ... -9.9 eV
Energy ... -426.8074 Ha

Last columns: bonded neighbours and bond lengths (Å).
CARTESIAN COORDINATES (ANGSTROEM)
1 N -0.13 -1.02 -1.63  C2 1.304, H10 1.142
2 C -0.69 -0.47 -0.58  N1 1.304, N9 1.396, C11 1.486
3 O -1.57 1.18 1.34  N4 1.466, N6 1.369
4 N -0.13 0.89 1.37  O3 1.466, C11 1.358
5 H 2.26 0.61 0.76  N8 0.962
6 N -2.34 0.51 0.44  O3 1.369, N9 1.252
7 H 1.66 -0.92 0.15  N8 1.145
8 N 1.73 0.22 0.07  H5 0.962, H7 1.145, C11 1.483
9 N -2.06 -0.41 -0.37  C2 1.396, N6 1.252
10 H 1.00 -0.98 -1.72  N1 1.142
11 C 0.26 0.39 0.17  C2 1.486, N4 1.358, N8 1.483